120
Properties=species:S:1:pos:R:3:forces:R:3:mulliken_spin:R:1 method="wB97M-V/def2-TZVPD" homo_ev="-10.381 / -10.300" homo_lumo_gap_ev="6.05 / 5.53" total_energy_ha=-6757.276974 lumo_energy_ev="-4.329 / -4.774" charge=+1 spin_multiplicity=3
H -3.612 2.551 -1.916 0.1 0.0 0.0 0.000
C -4.146 0.085 -2.075 0.5 -0.2 0.2 -0.011
H 1.107 2.800 -1.246 0.1 0.1 -0.2 -0.011
H 6.791 -0.717 4.379 0.1 0.0 0.1 0.001
N 0.226 -0.164 2.128 1.4 -0.4 -0.9 0.129
P -1.207 2.289 -0.113 -1.2 1.3 -0.4 0.154
C 0.142 -3.243 0.273 0.1 -0.6 0.1 0.020
F -6.187 0.290 -3.249 0.2 0.0 0.1 0.000
N -1.282 -3.934 -1.216 -0.1 0.2 -0.2 0.005
C 3.591 -0.553 3.325 -0.3 0.0 -0.1 0.002
C 2.005 3.366 -0.987 0.0 -0.2 0.3 0.014
F -7.566 0.424 -0.908 0.2 -0.1 0.0 0.000
H 0.916 2.893 5.523 -0.1 0.1 0.1 0.000
H -3.064 2.511 2.547 0.0 0.0 0.0 0.001
H 1.727 4.242 -0.411 -0.1 0.1 0.0 -0.001
C 4.634 -0.685 4.246 -0.2 0.0 -0.2 -0.001
H 1.351 -2.259 -1.887 -0.1 -0.1 -0.1 -0.006
H 1.912 -3.946 -1.949 -0.1 -0.1 0.0 0.000
H 3.786 3.965 1.187 -0.1 0.1 0.1 0.000
H 3.272 -4.107 0.054 -0.1 -0.1 0.1 0.000
H 0.150 -2.814 4.643 0.1 0.0 0.1 0.000
C 4.586 -0.679 -2.484 0.0 0.1 0.1 0.003
C -6.240 0.254 -0.897 0.2 0.0 0.0 0.006
H 0.872 4.450 2.776 0.1 0.2 -0.1 0.000
H -1.839 -2.017 -1.909 -0.1 0.1 0.0 0.005
O -0.880 3.807 0.366 0.3 -1.3 0.0 0.017
C -2.545 -0.285 4.635 0.0 0.2 0.0 -0.002
H 2.283 3.178 4.449 0.1 0.1 0.0 0.000
H 4.420 -2.863 0.526 0.1 0.0 0.0 0.001
H -1.831 -4.512 -1.835 0.0 0.1 0.0 0.000
H 2.351 -2.798 -3.216 0.0 0.1 -0.1 0.000
Re -0.152 -0.001 -0.053 -1.2 0.1 -1.9 1.752
C -3.409 0.001 -0.871 -1.8 0.0 0.3 -0.019
H 0.865 -3.166 1.054 0.1 -0.1 0.1 0.016
C 6.138 -0.430 2.368 0.2 0.0 0.2 -0.009
C 3.450 -3.035 0.063 0.2 0.1 -0.2 0.005
Cl 1.929 0.493 -3.826 -0.6 0.0 -0.1 -0.007
H -0.256 4.347 4.118 0.0 0.1 0.1 0.000
C -1.578 1.880 4.619 -0.1 -0.1 0.0 -0.003
C 2.928 -0.886 5.950 0.2 0.0 0.2 -0.002
C 1.457 2.505 4.664 0.1 -0.1 -0.2 0.000
H -0.235 -5.398 -0.052 0.0 -0.2 0.0 -0.002
C -1.623 -2.265 3.533 0.0 -0.2 -0.3 -0.002
C 5.076 -0.316 1.452 -0.4 0.0 0.0 0.013
N 1.963 -0.151 0.151 0.1 -0.4 1.4 -0.012
C 4.941 0.625 -2.752 0.0 0.0 0.1 -0.001
H -2.861 4.120 -1.586 0.0 0.0 0.0 0.000
C -1.595 -0.760 3.736 0.0 -0.1 0.1 0.012
C 4.257 -0.861 5.598 -0.1 0.0 -0.1 -0.006
H 2.702 -2.558 0.679 -0.1 -0.1 0.2 -0.001
H 4.535 3.951 -0.400 0.1 0.1 -0.1 0.000
O -1.553 2.489 -1.665 0.5 -0.1 0.7 -0.019
O -2.118 -0.025 -0.885 2.0 -0.5 0.8 -0.117
C 3.636 -1.017 -1.524 0.2 -0.1 0.0 0.019
H 0.864 -0.732 5.350 -0.1 0.1 0.0 0.000
H 4.906 2.673 0.757 0.1 0.0 0.1 0.000
Ge -0.170 0.329 -3.077 1.2 -0.4 0.5 0.029
H -2.606 3.330 -3.167 -0.1 0.0 0.1 0.000
H -4.351 2.866 1.382 0.0 0.0 0.0 0.000
C 2.445 -0.320 1.365 -0.5 0.3 -1.4 -0.033
H 5.051 -1.472 -3.048 0.0 -0.1 0.0 0.000
H 1.864 1.538 4.933 0.1 0.1 0.1 0.000
C -5.526 0.204 -2.093 -0.2 0.0 0.2 -0.003
C 0.526 2.440 3.445 0.1 0.2 0.1 -0.020
C 1.889 -0.728 5.014 0.0 -0.1 -0.5 -0.001
H 1.096 2.102 2.572 0.0 0.1 0.0 0.013
H -0.401 4.732 -1.441 0.0 0.0 0.0 0.000
F -3.451 0.074 -3.230 -0.4 0.0 0.3 -0.003
H 0.082 5.562 0.066 0.0 0.0 -0.1 0.000
C -0.682 0.158 3.177 -0.8 0.3 1.2 -0.046
F -3.529 -0.091 1.491 -0.3 0.0 -0.1 0.000
Cl -1.013 1.723 -4.531 -0.1 -0.1 0.2 -0.004
C 2.985 0.031 -0.846 0.9 0.4 -0.8 -0.044
C 3.425 -2.508 -1.370 -0.3 -0.2 0.0 -0.002
H -3.268 -0.976 5.038 -0.1 -0.1 0.0 0.000
C 3.784 -0.387 1.928 0.6 0.1 0.2 0.000
C 0.050 3.873 3.190 -0.1 -0.3 -0.1 0.001
C -2.585 1.032 5.037 0.2 0.0 0.0 0.002
H 7.146 -0.371 1.985 0.0 0.0 0.0 0.000
C 5.944 -0.619 3.717 -0.1 0.0 -0.1 0.022
C 4.386 1.634 -1.994 0.1 -0.2 0.1 0.005
O -2.654 2.131 0.566 1.0 -0.1 -0.3 -0.045
H 5.294 -0.179 0.404 0.0 0.0 -0.1 0.001
H 4.699 2.652 -2.157 0.0 0.2 0.0 0.000
C -0.400 -4.364 -0.272 0.5 0.1 0.7 -0.006
C 3.440 1.351 -1.022 -0.2 -0.2 0.2 -0.028
C -5.552 0.134 0.306 -0.1 0.0 -0.1 -0.002
H -2.251 -3.714 2.064 0.0 -0.1 -0.1 0.000
F -6.218 0.166 1.466 0.1 0.0 -0.2 0.000
C -4.175 -0.001 0.312 0.3 -0.1 -0.3 0.027
C -0.251 -2.930 3.640 -0.3 0.1 0.1 0.001
H -2.218 -2.670 4.360 0.1 0.1 -0.1 0.000
H -0.346 -3.994 3.442 0.0 -0.1 0.0 0.000
H -1.536 2.881 5.014 0.0 0.2 0.0 0.000
H -0.779 3.895 2.496 0.0 0.1 0.0 0.000
H 5.023 -0.976 6.350 0.0 0.0 0.1 0.000
Cl -0.695 -1.586 -4.100 0.0 0.2 0.0 -0.002
C 4.118 3.320 0.378 -0.2 -0.2 0.1 0.000
C -0.609 1.471 3.714 0.1 -0.2 -0.2 -0.007
H 5.662 0.847 -3.521 0.1 0.0 -0.1 0.000
H 4.273 -2.986 -1.868 0.0 0.1 0.0 0.000
H 2.664 -1.013 6.988 0.0 0.0 0.1 0.000
H 2.386 2.102 0.688 0.0 0.1 0.0 0.018
H -2.950 3.960 1.508 0.0 0.0 0.0 0.000
H 0.458 -2.509 2.939 0.1 -0.1 0.0 -0.002
H -3.347 1.378 5.717 -0.1 0.0 0.1 0.000
C 2.220 -0.555 3.687 0.2 -0.1 0.7 -0.015
C -1.250 -2.601 -1.233 -0.4 0.1 -0.3 0.032
H -3.414 -2.418 2.344 -0.1 0.1 -0.1 0.001
C -2.357 -2.647 2.248 0.0 0.0 0.2 0.037
C 2.176 -2.911 -2.150 0.2 0.0 0.0 0.006
H -1.614 5.567 -0.437 0.0 -0.1 0.0 0.000
C -2.733 3.169 -2.098 -0.4 0.2 -0.2 0.002
N -0.388 -2.140 -0.338 -0.2 0.6 -0.2 0.079
C 2.948 2.493 -0.166 0.0 0.2 -0.1 0.009
H -1.957 -2.086 1.410 -0.1 -0.1 -0.1 0.004
C -3.277 2.923 1.561 -0.3 0.2 0.3 0.001
C 1.488 -0.359 2.446 -1.6 0.1 -0.1 0.030
C -0.696 4.974 -0.420 0.1 0.4 -0.2 0.001
H 2.483 3.690 -1.907 0.0 0.0 -0.2 0.001